Entry 1:
C4H3Cl2OS | ωB97M-V/def2-TZVPD

The geometry in ORCA input format:
```
! wB97M-V def2-TZVPD RIJCOSX def2/J DEFGRID3
* xyz -1 1
C -0.72 -0.31 0.22
C 0.43 0.01 -0.21
C -0.81 -1.06 1.80
C 0.72 0.78 -1.38
O -0.55 -2.24 1.87
S -1.04 0.39 2.66
Cl -2.21 0.33 -0.42
Cl 1.86 -0.79 0.45
H 1.65 1.34 -1.27
H 0.80 0.14 -2.25
H -0.13 1.42 -1.46
*
```

Calculated values
- energy above the lowest of the compared OMol25 structures with the same formula, charge and spin (kJ/mol) = 33.8
- SMILES string = C/C(Cl)=C(\Cl)C([O-])=S
- Kohn-Sham gap (Ha) = 0.252

Atomic partial charges in e from the Löwdin method, atoms 1 to 4: C -0.76; C -0.83; C -0.99; C -0.17

=====

Entry 2:
C4H3Cl7 | ωB97M-V/def2-TZVPD

The geometry in ORCA input format:
```
! wB97M-V def2-TZVPD RIJCOSX def2/J DEFGRID3
* xyz 0 1
Cl -0.56 -2.54 0.81
Cl 0.03 -1.03 3.16
Cl -2.15 0.13 -1.03
Cl -0.41 1.19 -3.11
Cl 0.49 1.57 1.52
Cl 2.07 1.00 -1.26
Cl 0.68 -1.49 -1.62
C -0.44 -0.88 1.41
C -0.58 0.91 -1.35
C 0.65 -0.05 0.76
C 0.58 0.10 -0.75
H -1.43 -0.43 1.33
H -0.57 1.91 -0.87
H 1.64 -0.41 1.02
*
```

Calculated values
- energy above the lowest of the compared OMol25 structures with the same formula, charge and spin (kJ/mol) = 0.2
- SMILES string = ClC(Cl)[C@H](Cl)C(Cl)(Cl)C(Cl)Cl
- Kohn-Sham gap (Ha) = 0.394

Atomic partial charges in e from the Löwdin method, atoms 1 to 4: Cl 0.56; Cl 0.55; Cl 0.64; Cl 0.57

=====

Entry 3:
C4H3ClSi | ωB97M-V/def2-TZVPD

The geometry in ORCA input format:
```
! wB97M-V def2-TZVPD RIJCOSX def2/J DEFGRID3
* xyz 0 3
C 0.66 2.01 -0.62
C 0.05 -2.34 -0.67
C -0.27 1.43 -0.16
C -0.56 -1.41 -0.15
Si -1.37 0.08 0.50
Cl -3.31 0.28 -0.22
H 1.37 2.76 -1.05
H 0.56 -2.98 -1.30
H -1.18 0.49 1.94
*
```

Calculated values
- energy above the lowest of the compared OMol25 structures with the same formula, charge and spin (kJ/mol) = 138.8
- ⟨S²⟩ = 2.01
- Kohn-Sham gap (alpha / beta) (Ha) = 0.200 / 0.185

Atomic partial charges in e from the Löwdin method, atoms 1 to 4: C 0.06; C 0.07; C -0.22; C -0.24

=====

Entry 4:
C4H3CoO | ωB97M-V/def2-TZVPD

The geometry in ORCA input format:
```
! wB97M-V def2-TZVPD RIJCOSX def2/J DEFGRID3
* xyz 1 4
C 1.04 -0.09 -2.33
C 0.60 0.03 -1.09
C 0.22 0.16 0.13
C -0.29 0.19 1.37
H 1.97 0.41 -2.63
H 0.51 -0.70 -3.06
H 0.09 0.90 2.12
O -1.45 -0.36 1.64
Co -1.79 -1.15 -0.05
*
```

Calculated values
- energy above the lowest of the compared OMol25 structures with the same formula, charge and spin (kJ/mol) = 0.0
- ⟨S²⟩ = 3.81
- Kohn-Sham gap (alpha / beta) (Ha) = 0.316 / 0.235

Atomic partial charges in e from the Löwdin method, atoms 1 to 4: C 0.12; C -0.05; C 0.02; C -0.19

=====

Entry 5:
C4H3F2N | ωB97M-V/def2-TZVPD

The geometry in ORCA input format:
```
! wB97M-V def2-TZVPD RIJCOSX def2/J DEFGRID3
* xyz 0 1
C -0.71 0.58 -0.75
C 0.30 -0.27 -1.12
C 0.22 -0.22 1.08
C -0.74 0.65 0.68
H 0.65 -0.62 -2.08
H 1.63 -1.41 0.14
H -1.38 1.29 1.30
N 0.89 -0.74 0.03
F -1.56 1.19 -1.59
F 0.69 -0.48 2.31
*
```

Calculated values
- energy above the lowest of the compared OMol25 structures with the same formula, charge and spin (kJ/mol) = 5.9
- SMILES string = Fc1c[nH]c(F)c1
- Kohn-Sham gap (Ha) = 0.347

Atomic partial charges in e from the Löwdin method, atoms 1 to 4: C -0.28; C -0.05; C -0.35; C 0.04

=====

Entry 6:
C4H3F3N3 | ωB97M-V/def2-TZVPD

The geometry in ORCA input format:
```
! wB97M-V def2-TZVPD RIJCOSX def2/J DEFGRID3
* xyz 1 1
C 0.07 -1.51 -0.28
C 0.24 0.63 -0.84
C 0.20 -1.20 2.19
C -0.27 1.66 -1.84
N -0.01 -1.25 -1.46
N 0.20 0.49 0.34
N 0.20 -0.75 0.83
F -0.05 1.27 -3.03
F -1.61 1.72 -1.66
F 0.20 2.90 -1.60
H 1.33 -1.34 2.55
H -0.19 -2.22 2.05
H -0.33 -0.41 2.75
*
```

Calculated values
- energy above the lowest of the compared OMol25 structures with the same formula, charge and spin (kJ/mol) = 367.3
- SMILES string = CN(C#N)[N+]#CC(F)(F)F
- Kohn-Sham gap (alpha / beta) (Ha) = 0.268 / 0.268

Atomic partial charges in e from the Löwdin method, atoms 1 to 4: C 0.00; C 0.16; C 0.03; C -0.62

=====

Entry 7:
C4H3F3O | ωB97M-V/def2-TZVPD

The geometry in ORCA input format:
```
! wB97M-V def2-TZVPD RIJCOSX def2/J DEFGRID3
* xyz 0 1
C 0.81 1.35 1.37
C 0.37 0.89 0.22
C -0.35 -0.36 0.22
C -0.47 -1.27 -1.19
O -1.02 -0.74 1.10
F -1.30 -2.32 -1.07
F -1.11 -0.54 -2.13
F 0.70 -1.74 -1.69
H 1.19 2.38 1.48
H 0.50 0.85 2.36
H 0.68 1.50 -0.67
*
```

Calculated values
- energy above the lowest of the compared OMol25 structures with the same formula, charge and spin (kJ/mol) = 39.6
- SMILES string = C=CC(=O)C(F)(F)F
- Kohn-Sham gap (Ha) = 0.386

Atomic partial charges in e from the Löwdin method, atoms 1 to 4: C 0.04; C -0.11; C -0.31; C -0.50

=====

Entry 8:
C4H3F6MgNO10PS2 | ωB97M-V/def2-TZVPD

The geometry in ORCA input format:
```
! wB97M-V def2-TZVPD RIJCOSX def2/J DEFGRID3
* xyz -3 1
Mg 4.72 10.85 -25.50
C 2.71 15.54 -22.05
F 3.50 16.52 -22.55
F 2.29 15.91 -20.78
F 1.63 15.42 -22.82
S 3.70 13.87 -21.97
O 5.11 14.30 -22.02
O 3.36 13.18 -20.70
O 3.37 13.29 -23.25
C 0.18 7.04 -25.06
F -0.39 8.05 -24.47
F -0.47 5.92 -24.86
F 0.19 7.32 -26.33
S 2.09 6.94 -24.44
O 2.60 5.66 -24.97
O 2.67 8.20 -24.96
O 2.04 6.92 -22.99
P 7.88 10.70 -25.40
O 7.16 10.92 -24.09
O 6.92 10.24 -26.47
O 9.03 11.73 -25.35
O 7.02 11.97 -25.41
C 2.14 11.71 -31.07
C 2.43 11.71 -29.66
N 2.70 11.59 -28.52
H 1.22 11.15 -31.21
H 2.91 11.13 -31.58
H 1.88 12.68 -31.49
*
```

Calculated values
- energy above the lowest of the compared OMol25 structures with the same formula, charge and spin (kJ/mol) = 0.0
- Kohn-Sham gap (Ha) = 0.085

Atomic partial charges in e from the Löwdin method, atoms 1 to 4: Mg 0.67; C -0.60; F 0.08; F 0.03

=====

Entry 9:
C4H3FO | ωB97M-V/def2-TZVPD

The geometry in ORCA input format:
```
! wB97M-V def2-TZVPD RIJCOSX def2/J DEFGRID3
* xyz 0 1
C 1.19 -0.05 -0.01
C 0.31 0.98 0.01
C -1.00 0.37 -0.07
C -0.77 -0.95 0.00
H 0.51 2.00 0.12
H -1.96 0.87 -0.09
H -1.32 -1.83 0.08
O 0.56 -1.21 -0.01
F 2.48 -0.18 -0.04
*
```

Calculated values
- energy above the lowest of the compared OMol25 structures with the same formula, charge and spin (kJ/mol) = 0.0
- SMILES string = Fc1ccco1
- Kohn-Sham gap (Ha) = 0.364

Atomic partial charges in e from the Löwdin method, atoms 1 to 4: C -0.40; C 0.00; C -0.05; C -0.12

=====

Entry 10:
C4H3FS2 | ωB97M-V/def2-TZVPD

The geometry in ORCA input format:
```
! wB97M-V def2-TZVPD RIJCOSX def2/J DEFGRID3
* xyz 0 1
C -0.76 0.99 0.03
C -1.86 -0.08 0.36
C 0.55 1.01 -0.25
C 1.43 -0.28 0.14
H -2.91 0.31 0.94
H 0.81 2.00 -0.84
H 0.72 -1.28 0.71
F -1.57 2.21 -0.02
S -1.80 -1.64 -0.17
S 3.01 -0.28 0.03
*
```

Calculated values
- energy above the lowest of the compared OMol25 structures with the same formula, charge and spin (kJ/mol) = 348.7
- Kohn-Sham gap (Ha) = 0.269

Atomic partial charges in e from the Löwdin method, atoms 1 to 4: C -0.29; C -0.57; C -0.11; C -0.72

=====

Entry 11:
C4H3FeO4 | ωB97M-V/def2-TZVPD

The geometry in ORCA input format:
```
! wB97M-V def2-TZVPD RIJCOSX def2/J DEFGRID3
* xyz 3 5
O 2.26 -1.28 -2.02
C 2.31 -0.88 -3.08
Fe 2.08 -1.97 -0.14
C -0.96 0.95 1.38
C 0.28 0.35 0.84
O 0.07 -0.28 -0.22
C -1.44 -0.03 -0.62
O -1.92 0.66 0.37
O -1.88 -0.47 -1.61
H -0.85 2.04 1.52
H -1.24 0.47 2.33
H 1.29 0.44 1.25
*
```

Calculated values
- ⟨S²⟩ = 6.00
- Kohn-Sham gap (alpha / beta) (Ha) = 0.285 / 0.242

Atomic partial charges in e from the Löwdin method, atoms 1 to 4: O -0.01; C 0.30; Fe 1.62; C 0.04

=====

Entry 12:
C4H3HgLiMgO2 | ωB97M-V/def2-TZVPD

The geometry in ORCA input format:
```
! wB97M-V def2-TZVPD RIJCOSX def2/J DEFGRID3
* xyz 2 3
C 0.32 1.41 0.42
O 0.67 1.02 1.50
Li 1.03 2.00 3.13
Mg -1.36 -1.38 -1.23
C -1.96 1.90 -1.37
C -1.33 0.72 -1.33
C 0.13 0.59 -0.82
O 0.39 -0.77 -0.57
Hg 1.48 -1.49 1.23
H -2.62 2.14 -0.49
H 0.81 1.01 -1.58
H -1.42 2.83 -1.61
*
```

Calculated values
- ⟨S²⟩ = 2.02
- Kohn-Sham gap (alpha / beta) (Ha) = 0.242 / 0.163

Atomic partial charges in e from the Löwdin method, atoms 1 to 4: C -0.01; O -0.15; Li 0.88; Mg 1.18

=====

Entry 13:
C4H3HgO | ωB97M-V/def2-TZVPD

The geometry in ORCA input format:
```
! wB97M-V def2-TZVPD RIJCOSX def2/J DEFGRID3
* xyz -1 3
O -1.02 0.73 0.38
C -0.24 -0.23 0.12
C 0.75 -0.40 -0.83
C 0.55 -0.40 -2.24
C -0.09 -0.03 -3.24
H 1.79 -0.30 -0.48
H -1.98 1.21 -2.15
Hg -3.01 2.06 -0.24
H -0.41 -0.30 -4.24
*
```

Calculated values
- energy above the lowest of the compared OMol25 structures with the same formula, charge and spin (kJ/mol) = 54.8
- ⟨S²⟩ = 2.03
- Kohn-Sham gap (alpha / beta) (Ha) = 0.213 / 0.216

Atomic partial charges in e from the Löwdin method, atoms 1 to 4: O -0.41; C -0.28; C -0.27; C -0.24

=====

Entry 14:
C4H3HgO6 | ωB97M-V/def2-TZVPD

The geometry in ORCA input format:
```
! wB97M-V def2-TZVPD RIJCOSX def2/J DEFGRID3
* xyz 1 1
O -1.90 0.97 -0.92
C -2.25 2.18 -1.15
O -1.84 3.97 -2.72
C -0.84 4.62 -2.17
C -1.89 2.56 -2.54
O 0.08 4.02 -1.54
O -0.81 5.88 -2.29
H -0.94 2.10 -2.86
H -2.69 2.20 -3.21
Hg 0.81 5.76 -1.18
O -3.56 -0.68 -0.68
C -3.06 0.34 -0.04
O -3.74 1.30 0.32
H -4.14 -0.41 -1.41
*
```

Calculated values
- energy above the lowest of the compared OMol25 structures with the same formula, charge and spin (kJ/mol) = 133.8
- Kohn-Sham gap (alpha / beta) (Ha) = 0.142 / 0.142

Atomic partial charges in e from the Löwdin method, atoms 1 to 4: O 0.03; C -0.02; O 0.09; C -0.76

=====

Entry 15:
C4H3IN2 | ωB97M-V/def2-TZVPD

The geometry in ORCA input format:
```
! wB97M-V def2-TZVPD RIJCOSX def2/J DEFGRID3
* xyz 0 1
C 1.42 1.78 -1.08
C 1.52 1.59 1.32
C 0.04 0.00 -0.02
C 1.33 0.92 0.04
N 1.47 2.35 -2.07
N 1.57 2.24 2.25
I 3.29 -0.41 -0.08
H -0.10 -0.72 0.75
H -0.81 0.72 -0.32
H 0.03 -0.58 -1.07
*
```

Calculated values
- energy above the lowest of the compared OMol25 structures with the same formula, charge and spin (kJ/mol) = 48.0
- SMILES string = CC(I)(C#N)C#N
- Kohn-Sham gap (Ha) = 0.318

Atomic partial charges in e from the Löwdin method, atoms 1 to 4: C -0.33; C -0.31; C -0.09; C -0.71

=====

Entry 16:
C4H3KO5 | ωB97M-V/def2-TZVPD

The geometry in ORCA input format:
```
! wB97M-V def2-TZVPD RIJCOSX def2/J DEFGRID3
* xyz 0 1
C 0.28 0.15 0.14
C -0.46 -0.88 0.53
O -1.84 -0.94 0.16
C -2.51 -2.05 0.34
O -2.13 -3.06 0.88
O -3.68 -1.94 -0.29
H 1.10 0.26 0.88
H -0.17 -1.80 1.05
H -4.19 -2.76 -0.16
O 5.39 3.29 -0.19
O 3.31 3.59 -1.15
C 4.37 3.38 -0.71
K 0.53 2.75 -1.49
*
```

Calculated values
- energy above the lowest of the compared OMol25 structures with the same formula, charge and spin (kJ/mol) = 185.2
- Kohn-Sham gap (Ha) = 0.202

Atomic partial charges in e from the Löwdin method, atoms 1 to 4: C -0.18; C -0.32; O 0.00; C -0.66

=====

Entry 17:
C4H3Li2O2Sn | ωB97M-V/def2-TZVPD

The geometry in ORCA input format:
```
! wB97M-V def2-TZVPD RIJCOSX def2/J DEFGRID3
* xyz 3 1
C -0.89 0.58 0.43
O -1.67 1.48 0.20
Sn -3.21 2.23 0.71
Li 1.53 -1.14 1.51
C -0.06 -2.12 -1.11
C 0.44 -1.02 -0.94
C 0.47 0.34 -0.37
O 1.47 0.46 0.58
Li 2.77 1.70 0.64
H -0.20 -3.14 -1.42
H 0.51 1.09 -1.17
H -1.16 -0.44 0.92
*
```

Calculated values
- energy above the lowest of the compared OMol25 structures with the same formula, charge and spin (kJ/mol) = 37.9
- Kohn-Sham gap (Ha) = 0.264

Atomic partial charges in e from the Löwdin method, atoms 1 to 4: C -0.03; O -0.29; Sn 1.82; Li 0.84

=====

Entry 18:
C4H3LiO2Tl | ωB97M-V/def2-TZVPD

The geometry in ORCA input format:
```
! wB97M-V def2-TZVPD RIJCOSX def2/J DEFGRID3
* xyz 0 2
Tl 1.99 0.04 0.70
O -0.12 -1.24 -0.40
C -1.44 -1.29 0.14
H -2.16 -1.69 -0.60
H -1.62 -1.82 1.09
C -2.18 1.33 -0.20
C -1.60 0.21 0.30
C -0.54 0.73 -0.52
O 0.52 1.35 -0.51
Li 1.20 -2.39 -0.90
H -3.20 1.34 -0.60
*
```

Calculated values
- ⟨S²⟩ = 0.75
- Kohn-Sham gap (alpha / beta) (Ha) = 0.160 / 0.288

Atomic partial charges in e from the Löwdin method, atoms 1 to 4: Tl 0.62; O -0.57; C -0.27; H 0.12

=====

Entry 19:
C4H3LiORu | ωB97M-V/def2-TZVPD

The geometry in ORCA input format:
```
! wB97M-V def2-TZVPD RIJCOSX def2/J DEFGRID3
* xyz 0 7
H 1.86 -0.12 1.24
O 1.04 1.60 0.37
C 1.27 0.21 0.35
C -0.03 -0.59 0.29
H 1.92 -0.04 -0.52
H 0.16 -1.67 0.42
Ru -0.86 1.55 0.38
Li -2.15 -0.79 0.36
C -2.12 0.25 -1.63
C -1.09 -0.38 -1.26
*
```

Calculated values
- energy above the lowest of the compared OMol25 structures with the same formula, charge and spin (kJ/mol) = 0.0
- ⟨S²⟩ = 12.01
- Kohn-Sham gap (alpha / beta) (Ha) = 0.227 / 0.276

Atomic partial charges in e from the Löwdin method, atoms 1 to 4: H 0.12; O -0.45; C -0.45; C -0.31

=====

Entry 20:
C4H3LiOSc | ωB97M-V/def2-TZVPD

The geometry in ORCA input format:
```
! wB97M-V def2-TZVPD RIJCOSX def2/J DEFGRID3
* xyz 3 1
C -2.70 0.48 -0.03
C -2.95 0.26 -1.22
H -3.23 0.05 -2.24
Sc -0.45 0.12 1.84
O 2.94 -0.09 0.57
C 1.90 -0.27 0.13
C 0.62 -0.32 -0.28
Li 3.19 0.65 2.63
H 0.32 0.51 -0.93
H 0.35 -1.38 -0.47
*
```

Calculated values
- Kohn-Sham gap (alpha / beta) (Ha) = 0.163 / 0.180

Atomic partial charges in e from the Löwdin method, atoms 1 to 4: C -0.03; C 0.06; H 0.08; Sc 1.64